17
Properties=species:S:1:pos:R:3:forces:R:3 method="wB97M-V/def2-TZVPD" total_charge=+1 homo_ha=-0.45381 e_above_lowest_kcal_mol=116.6 lumo_energy_ev=-5.666 orbital_gap_ha=0.246
C 0.90773 -0.03741 -0.61389 -2.480 0.739 0.311
C -2.30216 0.80404 1.26224 1.152 0.980 0.922
C -1.96021 0.62313 -0.14724 -0.457 -0.634 -1.741
N 1.47835 0.35920 -1.74802 -1.474 -0.206 0.876
N 1.49521 -0.72577 0.33973 -0.209 1.123 1.480
N 2.89899 -1.04959 0.28987 -1.041 -0.763 0.272
S -2.45727 -0.66467 -1.18735 0.894 0.281 0.649
H -1.48965 1.44664 1.71647 -1.281 0.136 -0.518
H -2.20085 -0.07646 1.88616 -0.899 -0.435 -0.183
H -3.35388 1.32644 1.23215 1.934 -0.946 0.380
H -1.89605 1.56611 -0.70212 0.156 -0.334 0.017
H 0.96366 0.58737 -2.58501 -0.548 0.276 0.539
H 0.99592 -0.69702 1.31625 1.553 -0.129 -2.652
H 2.36466 0.07283 -1.97717 2.831 -0.949 -0.502
H 3.04115 -1.59353 1.13799 0.646 0.176 -0.384
H 3.48462 -0.22466 0.23930 -0.129 0.188 0.516
H -1.97022 -1.71664 -0.45938 -0.647 0.497 0.018